No. 1
69
Properties=species:S:1:pos:R:3:forces:R:3:lowdin_charge:R:1 method="wB97M-V/def2-TZVPD" multiplicity=1 orbital_gap_ev="4.2 / 4.2" total_charge=+4 homo_energy_ev="-19.645 / -19.644"
Ce -0.64882 -0.19428 0.31129 0.742 -2.191 0.930 1.05
P -1.09844 2.35820 -0.44431 -0.755 2.789 -0.978 0.73
P 1.75640 -0.43601 -1.13931 1.862 -0.664 -1.147 0.76
P 1.59080 1.08114 1.88320 1.700 0.785 0.900 0.79
O -1.83427 -0.86104 -1.59784 -0.852 1.824 2.971 -0.21
O -1.23021 -0.42874 2.41591 0.161 0.535 0.251 -0.23
C -1.77967 3.68523 0.60227 -0.059 -0.511 0.603 -0.19
C -2.01586 0.53591 4.51463 0.792 0.337 -0.055 0.05
C 3.19648 0.64917 -1.40042 -0.120 0.792 0.374 -0.21
C -0.22968 -3.76812 0.58961 -0.396 0.375 -0.366 -0.04
C 3.05032 0.04148 2.28450 -0.169 -0.690 -0.449 -0.21
C -2.46170 -2.41988 -5.29774 -0.871 0.014 -0.310 -0.01
C -2.19829 -1.55610 -2.74664 -1.034 -0.680 -1.566 -0.30
C 2.49259 2.58446 1.34981 -0.307 0.134 -0.692 -0.22
C -3.34362 -1.42523 -4.82340 0.149 -0.165 1.051 0.01
C -1.20707 -0.41624 3.68726 -1.208 -0.453 0.637 -0.36
C -1.49483 -2.68797 -3.12542 0.434 -0.065 0.138 -0.03
C 0.11657 3.34122 -1.39100 0.613 -0.535 -0.225 -0.19
C 0.48031 -3.37891 1.65464 0.526 1.013 0.676 -0.04
C 1.13389 -0.68062 -2.83842 -0.472 0.144 0.026 -0.20
C -3.23512 -0.99868 -3.49063 0.407 -0.261 -0.612 0.01
C -0.47945 -1.45239 4.44203 0.404 0.390 0.544 0.02
C -2.46330 2.19141 -1.66681 0.059 -0.165 -0.217 -0.21
C 2.73151 -1.94904 -0.79270 -0.430 -0.342 0.528 -0.19
C 1.32862 1.60964 3.61571 -1.049 0.029 0.250 -0.21
C -1.60452 -3.11976 -4.46184 0.123 0.693 0.997 0.00
H 0.84624 0.82741 4.22212 0.427 0.338 -0.063 0.04
H 1.96603 -0.94814 -3.50283 -0.094 0.010 0.227 0.10
H -2.69154 3.32658 1.10735 0.343 0.346 -0.021 0.08
H 1.82640 3.45128 1.35372 0.158 0.003 0.137 0.06
H 3.51374 -1.70233 -0.06047 -0.213 -0.138 -0.319 0.06
H 0.50775 2.80455 -2.27097 -0.124 0.231 0.296 0.07
H -2.60838 3.21171 -2.05703 -0.322 -0.215 0.322 0.10
H 0.66462 0.22834 -3.22811 0.121 0.034 0.031 0.07
H -2.55871 -2.73630 -6.32712 0.071 0.070 -0.082 0.13
H -1.56997 0.49284 5.54310 -0.842 0.419 -0.894 0.13
H 0.54515 -1.58693 4.10676 0.131 -0.043 -0.151 0.10
H 3.31869 2.74267 2.05663 -0.273 -0.001 -0.137 0.09
H -1.98027 1.56544 4.08733 -0.201 -0.675 0.334 0.12
H 2.88159 1.67389 -1.61529 0.226 -0.103 -0.164 0.05
H -0.48410 -1.16618 5.49091 0.228 -0.222 0.018 0.12
H 0.36945 -1.46226 -2.87964 0.320 0.042 -0.068 0.02
H 1.59443 -3.32056 1.66825 -0.962 -0.199 -0.172 0.09
H -2.13098 1.63077 -2.54211 -0.130 -0.237 0.003 0.06
H -1.32684 -3.89352 0.63955 0.633 0.024 -0.024 0.10
H 2.72049 -0.90511 2.71902 0.201 -0.017 0.043 0.06
H -2.02631 4.52687 -0.06526 0.092 -0.273 0.289 0.09
H 3.76597 0.24747 -2.24993 -0.221 0.044 0.159 0.10
H 0.94768 3.62704 -0.73658 -0.144 -0.021 -0.201 0.05
H -0.97130 -2.41848 4.39284 -0.361 -0.257 -0.226 0.14
H -0.86759 -3.19786 -2.37599 -0.136 0.227 -0.599 0.12
H 0.71245 2.50740 3.66085 -0.126 0.015 0.035 0.07
H 3.19071 -2.26930 -1.73867 -0.100 0.053 0.263 0.09
H 2.30875 1.87570 4.03524 -0.299 -0.226 -0.093 0.09
H -1.00613 3.97519 1.32530 -0.394 0.153 -0.041 0.06
H 2.11604 -2.74891 -0.36947 0.270 0.037 -0.317 0.02
H -3.07822 0.19769 4.54584 0.537 0.092 -0.016 0.15
H 3.84759 0.65246 -0.51307 -0.235 0.008 -0.396 0.05
H 3.64699 0.59112 3.02388 -0.163 -0.157 -0.228 0.08
H -0.96528 -3.92280 -4.81829 -0.359 -0.006 0.007 0.14
H 0.00995 -3.06142 2.60991 0.240 -0.766 -0.903 0.04
H -0.39735 4.25215 -1.72186 0.050 -0.194 0.018 0.09
H 0.25754 -4.02235 -0.36255 -0.217 -0.169 0.513 0.07
H 3.67496 -0.16865 1.41474 -0.063 -0.005 0.173 0.03
H 2.90901 2.48133 0.34426 -0.037 0.078 0.272 0.03
H -4.13928 -0.99977 -5.42491 0.221 -0.173 -0.208 0.14
H -3.40958 1.79412 -1.24280 0.398 0.349 -0.262 0.09
H -3.91972 -0.29010 -3.00125 0.247 -0.093 -0.570 0.14
H -2.56337 -0.16791 -1.37779 0.852 -1.514 -1.248 0.11

No. 2
35
Properties=species:S:1:pos:R:3:forces:R:3:lowdin_charge:R:1 method="wB97M-V/def2-TZVPD" relative_energy_ev=1.526 multiplicity=1 orbital_gap_ev=10.0 total_charge=0 homo_energy_ev=-9.255
Si 0.50882 -2.06132 -0.47294 -1.600 -0.717 -0.504 0.43
O 1.34606 -0.90705 0.44435 -0.767 1.103 -0.341 -0.15
O -1.15421 -0.39751 1.51862 -1.084 0.467 1.255 0.05
N -0.21372 1.15263 3.07626 -0.990 -0.717 -1.743 0.03
C 0.57689 1.39604 -0.23267 0.845 -1.352 0.465 -0.18
C 0.91797 0.41420 0.89311 0.189 0.191 1.062 -0.21
C 1.75020 -3.06993 -1.53856 -0.683 0.687 0.433 -0.15
C 1.65826 1.72100 -1.01808 -1.261 2.046 -2.842 -0.01
C -0.29872 0.37188 1.87159 2.953 0.180 -0.932 -0.40
C -0.70166 1.84899 -0.55149 -0.349 -0.675 1.785 -0.04
C -1.50959 1.13769 3.65945 -2.617 0.113 1.586 -0.14
C -0.43038 -3.10568 0.71138 0.759 0.070 1.413 -0.17
C 1.35985 2.61890 -2.09224 1.163 -1.593 -0.716 -0.06
C -0.94202 2.64322 -1.63231 -1.517 -0.145 -0.095 -0.09
C 0.07036 2.96864 -2.46025 1.949 0.712 0.828 -0.10
C -0.92004 -1.50632 -1.53880 -0.159 1.198 -0.536 -0.17
H -1.65359 -0.95962 -0.89948 0.606 -0.216 -0.568 0.04
H -1.47857 -2.29423 -2.05043 0.281 -0.502 0.490 0.04
H -0.62139 -2.46699 1.58684 0.194 -0.402 -0.200 0.02
H -1.92623 2.97968 -1.91576 -0.356 -0.127 0.343 0.11
H -0.60005 -0.90159 -2.38392 -0.101 0.680 -0.038 0.02
H -1.39064 -3.60720 0.52052 0.778 -0.114 -0.477 0.05
H 0.11760 2.11543 3.02895 0.627 -0.624 -0.588 0.14
H 2.33504 -3.82371 -0.99620 0.422 0.804 0.081 0.03
H 2.61968 1.24009 -1.06636 0.231 0.018 0.835 0.12
H -0.09296 3.63678 -3.25832 -0.099 0.438 -1.062 0.09
H 2.26800 -2.20208 -1.97602 0.784 -0.746 -0.049 0.02
H 0.43796 -3.73137 0.95400 -0.723 -0.941 0.650 0.02
H -1.93317 0.15874 3.47362 -0.117 -0.176 0.103 0.07
H 2.13514 2.82447 -2.83630 0.037 0.154 0.484 0.10
H 1.32527 -3.66170 -2.35980 -0.458 0.512 0.166 0.03
H -1.56121 1.26060 4.76142 0.535 0.197 -0.624 0.09
H 1.78739 0.82920 1.45993 -0.489 -0.401 -0.536 0.16
H -1.51828 1.54026 0.10742 0.153 0.157 -0.356 0.12
H -2.26808 1.83787 3.21250 0.861 -0.279 0.231 0.10